Record 1
This record from OMol25 describes a structure of composition C71H53F9N3OP3Pt. The level of theory is wB97M-V/def2-TZVPD.

- energy relative to the best compared isomer or geometry (same formula, charge and spin) (kcal per mole) = 49.4
- DFT total energy (hartree) = -5018.61174
- HOMO energy (alpha / beta) (eV) = -11.7 / -13.0
- total charge = +2
- HOMO-LUMO gap (alpha / beta) (eV) = 5.227 / 6.462
- ⟨S²⟩ = 2.0767
- multiplicity = 3

Structure (XYZ):
```
141
C71H53F9N3OP3Pt, DFT wB97M-V/def2-TZVPD
H 6.8920 1.7277 -0.3858
N -2.2217 0.2166 0.6100
H 3.6228 6.4031 2.3825
C 0.5786 -3.6213 -0.7771
H 1.0990 -2.2563 1.3187
C -0.9570 3.4699 -2.8585
C 4.8725 1.0426 -0.2142
Pt -0.2315 0.3928 0.2063
F -4.8694 -6.0498 -4.2092
H -0.1891 -5.6431 3.6314
C 3.5481 1.4132 0.0076
C -1.2218 3.1642 2.4549
C 4.7087 6.1974 -0.1289
C 2.3560 -0.1128 -1.9718
C 3.0733 -3.9440 -0.8783
H -3.4224 -2.8645 3.9554
H 5.1369 0.0077 -0.3882
H 4.6498 6.0821 -1.2141
F -2.4730 -3.6190 6.1086
C 1.9346 -3.0665 -0.4814
H 4.4190 7.2166 0.1299
C -1.8898 -3.0610 -2.7219
H 2.7528 -0.4640 -5.8183
C 1.7577 6.5597 -0.1107
C -0.7809 -4.8408 3.2069
C 2.1183 -2.4522 0.9382
C 3.8180 5.1795 0.5887
F -6.2251 -4.4067 -3.7919
H -6.6196 -0.4653 -0.4652
C -4.2298 -4.2413 -1.8251
C -4.5900 -0.1151 0.0927
C -1.8658 3.2800 1.2205
H 1.4373 -6.3634 -2.5842
C 1.5534 0.3216 -4.2184
H -0.9049 4.0884 -4.9086
F -0.8682 -5.0858 5.9530
C -2.1683 0.1512 4.1011
H -4.7971 3.5044 -3.2151
H -3.5046 4.7070 4.4232
H -4.6261 4.9650 2.2360
H -3.3749 4.1164 -5.1401
C 3.6018 -3.0258 2.8618
C -3.7172 3.4959 -3.1165
C -2.9194 3.8318 -4.1993
C -4.9668 -4.7124 -4.1591
C -1.8081 3.6763 3.6022
H -1.4244 5.5723 -0.7433
C -3.0453 4.3057 3.5280
P 2.1516 0.2246 -0.1667
C 0.4042 6.6448 -0.4231
C 2.8760 -5.0468 -1.6225
C 5.5451 3.3471 0.0214
C -2.0119 -4.6642 5.3860
C -2.1272 -3.1646 -1.3494
C 1.4133 0.4445 -2.8389
F 5.2119 -5.4137 -1.6069
C 2.7875 -1.0965 0.9171
P -0.7961 -2.5673 -0.2357
C -5.3120 -0.4576 -2.1727
C -3.2697 0.0241 -0.3543
H 4.2075 -1.2221 -1.8736
H -5.1470 -4.7073 -1.4815
C 0.0446 -0.3183 4.8539
C 4.0428 -5.8777 -2.0852
H -3.7891 2.8793 -1.0771
C -1.5346 3.8119 -4.0710
H -1.2979 3.5895 4.5555
C -2.9874 -0.0687 -1.7137
C 5.8616 2.0117 -0.2051
H 4.6854 -1.3544 3.7308
C 3.5897 -0.9073 -3.8898
C -0.3758 5.5037 -0.4753
C -3.6773 4.4449 2.3012
C -3.9734 -4.1416 -3.1826
C -3.0889 3.9433 1.1460
N -0.4053 -0.1585 2.5173
C 1.5662 -5.4652 -1.9911
P -0.8604 2.7654 -0.2156
C 0.4438 -0.3483 3.5227
C -1.2842 -0.0599 5.1452
C 3.9299 5.3879 2.1166
C -4.0090 -0.3064 -2.6161
H 0.5827 1.0037 -2.4319
H -2.9827 -2.0815 1.6739
C -0.5253 -4.3877 1.9185
C 3.2828 2.7408 0.2669
H -0.0396 7.6114 -0.6334
C 2.6380 -0.3620 -4.7452
C -2.3271 -2.8248 2.1105
C 0.2023 4.2652 -0.1991
F -2.9103 -5.6503 5.4866
C 3.4561 -0.7764 -2.5170
F -4.7671 -4.2320 -5.3992
H 3.9960 -3.7478 3.5696
H 4.9618 5.2372 2.4444
H -0.9682 -2.6076 -3.0774
C -3.1426 3.1373 -1.9041
C -5.5995 -0.3534 -0.8144
C -1.2546 -3.3322 1.3776
H -6.1065 -0.6637 -2.8808
H 4.4423 -1.4414 -4.2935
H 0.2499 -4.8629 1.3316
H -0.5356 -5.1142 -1.8169
H -3.2192 0.3667 4.2667
H 6.3424 4.0815 0.0054
H 5.7486 6.0847 0.1795
F 4.1123 -5.8728 -3.4307
C 0.4486 -4.7422 -1.5522
H 0.1235 3.4789 -2.7621
H -1.6273 -0.0392 6.1730
H 2.4503 -4.4627 1.8184
N -2.6286 0.1769 1.7758
H 4.0728 -3.6504 -0.5732
H 4.0420 0.2476 1.9963
O 1.9707 2.9950 0.4923
H -1.9701 0.0286 -2.0601
C 1.5271 4.2292 0.1608
H -0.2363 2.7100 2.5061
C -3.3060 -3.7572 -0.9076
C 2.3550 5.3424 0.1840
H -3.5122 -3.8671 0.1475
C -2.5939 -3.2776 3.3907
H 1.4759 -0.5498 3.2510
C 4.0211 -1.6730 2.9359
H 1.9869 -2.2110 -1.1465
H -3.7813 -0.3691 -3.6735
C -1.6882 0.0913 2.8057
C 2.7398 -3.4201 1.8990
C -1.7884 -4.2538 3.9541
H 2.3477 7.4689 -0.0880
C -1.7561 3.1349 -1.7575
H -4.8046 -0.0322 1.1495
H -2.6082 -3.4884 -4.7010
H 0.7659 -0.5065 5.6398
C 3.6309 -0.7529 1.9483
H 3.2896 4.6835 2.6557
C 4.2396 3.7466 0.2670
F 3.9079 -7.1554 -1.6930
C -2.8000 -3.5595 -3.6372
H 0.8158 0.7646 -4.8796
H -3.5791 4.0983 0.1950
```

Atom charges from the Löwdin analysis, given in e for atoms 1 to 4: 0.1192 -0.1478 0.0979 -0.3072


Record 2
This record from OMol25 describes an isolated molecule of C4H11N3 in a non-equilibrium geometry. The level of theory is wB97M-V/def2-TZVPD.

- energy relative to the best compared isomer or geometry (same formula, charge and spin) (kcal per mole) = 65.3
- structure (SMILES) = N/C=C(\N)CCN
- DFT total energy (hartree) = -323.20240
- HOMO energy (eV) = -8.2
- total charge = 0
- HOMO-LUMO gap (eV) = 9.132

Structure (XYZ):
```
18
C4H11N3, DFT wB97M-V/def2-TZVPD
H 0.1584 1.1429 2.7410
H 2.1819 -0.9016 0.9740
C -0.4948 0.7131 1.0268
H 1.1542 -0.9358 2.3711
C -0.2799 -1.2102 -0.5413
H 1.0792 -0.1493 -1.9648
N 0.0357 1.7714 1.9388
H -1.3653 -1.4042 -0.5342
H -1.5270 0.7978 0.7029
C 0.1448 -0.4155 0.6192
H -1.8202 0.4101 -2.2554
H 0.2834 -1.3806 -2.5824
N 1.2496 -0.9062 1.3481
N -0.8315 0.6156 -2.1887
C 0.0440 -0.5274 -1.9124
H -0.6794 0.8170 -3.1850
H 0.0768 -2.2379 -0.5566
H 0.9484 2.1228 1.6516
```

Atom charges from the Löwdin analysis, given in e for atoms 1 to 4: 0.0491 0.0755 -0.1362 0.0908


Record 3
This record from OMol25 describes the ion C2H3N4 with charge +1 in a non-equilibrium geometry. The level of theory is wB97M-V/def2-TZVPD.

- energy relative to the best compared isomer or geometry (same formula, charge and spin) (kcal per mole) = 22.9
- structure (SMILES) = [H]/N=C/C=N\[N+]#N
- DFT total energy (hartree) = -296.58882
- HOMO energy (eV) = -15.1
- total charge = +1
- HOMO-LUMO gap (eV) = 7.728

Structure (XYZ):
```
9
C2H3N4, DFT wB97M-V/def2-TZVPD
H -0.5792 2.0963 0.1551
C 0.1453 0.2513 -0.1039
C 1.0181 -0.9084 0.3275
N 3.2284 -0.0504 -0.0344
H 0.5158 -1.7816 0.7671
N 0.1425 1.3653 0.4298
N 2.3042 -0.7832 0.2430
N 4.0007 0.7052 -0.3228
H -0.1908 0.0395 -1.0678
```

Atom charges from the Löwdin analysis, given in e for atoms 1 to 4: 0.1306 -0.2076 0.1127 -0.0167


Record 4
This record from OMol25 describes a structure of composition C48H48ClCsIN11O5 in a non-equilibrium geometry. The level of theory is wB97M-V/def2-TZVPD.

- energy relative to the best compared isomer or geometry (same formula, charge and spin) (kcal per mole) = 0.0
- DFT total energy (hartree) = -3614.61175
- HOMO energy (eV) = -1.6
- total charge = -2
- HOMO-LUMO gap (eV) = 4.905

Structure (XYZ):
```
115
C48H48ClCsIN11O5, DFT wB97M-V/def2-TZVPD
C 2.8475 1.1603 3.6742
Cl -7.2382 -0.1324 -4.5666
H -0.2191 0.6290 -6.1793
H -2.6421 5.2318 3.2241
C 4.0822 2.0147 -1.7196
C -4.7824 -1.2478 -4.7160
H 4.9994 -3.1884 -0.9884
I -2.3329 -2.8358 -5.4229
C -4.6587 -2.4002 2.9161
N 4.0983 0.0626 -3.2126
H -4.9154 -0.2765 2.5843
H 5.7880 1.2767 -2.7362
H -6.9486 1.2560 -2.3089
C -0.9368 -6.6794 2.0850
H 0.3840 -1.5556 -5.2415
C 4.7345 1.1141 -2.5144
H 0.9409 -7.1257 1.2282
H 4.3150 5.1080 -0.2283
H -1.6010 2.8589 0.9945
C -5.3939 1.5969 -0.8834
N 4.1705 1.1126 1.3957
N 5.3341 2.9832 2.0720
C 2.6604 1.4743 -4.5868
O -0.3396 -8.9623 2.1801
C 1.6406 -3.1061 -3.7750
C 2.8877 -5.3521 0.5349
C 0.2338 -6.3335 1.4313
C -3.4693 -1.4968 -4.3052
H -5.9776 2.2480 -0.2445
C 4.6395 3.2255 -1.2067
H -0.6613 5.0961 5.2106
C -1.1253 0.9980 3.6590
H 0.1063 3.5069 5.2597
C 2.9051 -2.9009 -0.6131
C -1.2004 -8.1352 2.5424
H 3.3588 0.5211 1.5013
H 0.2225 2.3032 -2.2076
H 4.9766 -5.4649 0.0726
C -2.0161 3.4388 4.8343
H 2.8733 -1.9099 -1.0576
C 1.7382 -4.5652 0.4548
H -4.0859 -4.4571 3.0671
H -5.1606 -1.7224 -5.6121
H 1.9523 4.8138 0.2545
H -0.9174 4.0402 6.6024
N -2.1999 -2.0456 1.6998
N -0.4571 -4.0502 1.2757
C 0.4434 -5.0082 1.0650
C -5.1374 0.2015 -2.8188
C 1.0415 -0.7160 -5.0831
H 1.4881 -3.4682 -4.7961
Cs -0.2013 -0.9662 -0.7632
C -5.9272 1.0524 -2.0162
O 2.5756 -2.0414 -3.7416
C 2.5122 4.0426 -0.2614
N 2.0171 0.3683 3.8370
C -4.0616 1.2947 -0.5513
C 1.5177 1.6120 -5.3679
H 1.1766 2.3713 0.0521
H 5.2519 3.7869 2.6735
C -1.8557 -5.6725 2.3299
H -2.9047 4.0423 5.0457
C 2.1783 -0.8571 -4.3161
C 4.0738 -4.8692 0.0100
C -2.8920 -0.9256 -3.1509
H 5.6368 3.5086 -1.5291
C 2.6732 1.7104 -1.2469
H 2.0603 -3.9030 -3.1645
C 4.3829 2.0501 2.3391
H -2.7551 -5.9530 2.8585
N -1.3194 2.0261 1.5055
N 3.7872 2.0821 3.5124
O -2.2767 -8.3097 3.1483
O 2.2353 0.5690 -1.2362
H 5.4042 3.2114 1.0806
C -3.8060 -0.0440 -2.3980
H 2.8568 -6.3152 1.0231
H -0.4434 1.2728 4.4625
C 0.6983 0.5266 -5.6131
C -4.2748 -1.1426 2.4782
H 1.3495 3.5569 -2.7568
H 4.3075 -0.8914 -2.9794
C 3.8260 4.1869 -0.5428
C 0.8022 3.1742 -1.8936
H -5.6224 -2.5534 3.3870
O -1.7147 -1.1092 -2.7496
C -5.6000 -0.4180 -4.0052
C -0.7816 5.1786 2.1292
C -0.8000 4.0576 5.5164
H 1.2616 2.5895 -5.7602
C -2.0803 4.5292 2.6050
C -3.7987 -3.4697 2.7383
H -0.6368 0.2360 3.0625
H -3.6119 1.7092 0.3468
H -0.9955 6.0365 1.4882
H 0.1155 3.9539 -1.5566
H 3.2833 2.3326 -4.3709
H -2.2134 2.4546 5.2512
C 4.0942 -3.6135 -0.5751
H -2.0319 0.5746 4.0999
C 3.0099 0.2439 -4.0360
H 0.6754 -2.7997 -3.3613
C -3.0315 -1.0261 1.8762
C -1.5876 -4.3757 1.8997
C -2.5638 -3.2575 2.1215
H -2.7230 4.3045 1.7469
C -1.4585 2.1664 2.7737
H -0.1858 5.5219 2.9752
H -2.6810 -0.0659 1.5122
H 4.4504 1.3264 0.4483
H -0.1709 4.4758 1.5622
C 1.7750 2.8294 -0.7449
N -3.2972 0.5148 -1.2745
N 1.7597 -3.3615 -0.1203
N -1.8895 3.3240 3.3922
```

Atom charges from the Löwdin analysis, given in e for atoms 1 to 4: -0.3914 0.6124 0.0955 0.1119


Record 5
This record from OMol25 describes a structure of composition C4H11InNO in a non-equilibrium geometry. The level of theory is wB97M-V/def2-TZVPD.

- energy relative to the best compared isomer or geometry (same formula, charge and spin) (kcal per mole) = 51.4
- DFT total energy (hartree) = -477.67606
- HOMO energy (eV) = -23.1
- total charge = +3
- HOMO-LUMO gap (eV) = 4.085

Structure (XYZ):
```
18
C4H11InNO, DFT wB97M-V/def2-TZVPD
H 3.1592 -0.1736 -0.5559
C 2.1500 -0.5741 -0.6521
O -1.4321 0.4251 0.2156
H 1.0467 -0.9377 1.4290
In -1.6695 1.9656 3.9899
C -0.3534 -0.0846 -0.5630
H 1.3163 1.3559 -0.3407
N 1.1176 0.0669 1.3530
C 1.0397 0.3325 -0.0873
H -2.7943 0.9015 -1.2675
H -3.4666 0.4185 0.2372
H 2.1015 0.0879 1.5801
C -2.6454 0.2010 -0.4457
H -2.8342 -0.8172 -0.7858
H -0.4773 0.2250 -1.6008
H 2.0835 -0.6456 -1.7378
H 2.1027 -1.5766 -0.2270
H -0.4443 -1.1706 -0.5410
```

Atom charges from the Löwdin analysis, given in e for atoms 1 to 4: 0.1396 0.0812 0.0384 0.1517